one.
Below is the molecule C4H8N4, with properties calculated with ωB97M-V/def2-TZVPD.

Each line ends with the natural charge from an NBO analysis.
CARTESIAN COORDINATES (ANGSTROEM)
C (-2.223, -0.518, -0.369)  0.253
C (0.439, 0.444, -0.424)  0.159
C (-3.286, 0.370, 0.078)  -0.714
C (2.058, -1.480, 0.037)  -0.470
N (-1.326, -1.169, 0.126)  -0.071
N (-0.223, -1.660, 0.227)  -0.155
N (0.846, -0.728, 0.069)  -0.318
N (1.416, 1.338, -0.731)  -0.827
H (-3.804, 0.167, 0.974)  0.235
H (-2.821, 1.337, 0.325)  0.258
H (-3.906, 0.485, -0.769)  0.229
H (2.436, -1.733, -1.007)  0.209
H (2.778, -1.214, 0.810)  0.214
H (1.884, -2.530, 0.236)  0.247
H (1.116, 2.042, -1.444)  0.393
H (2.429, 1.140, -0.814)  0.359

Values from the calculation:
Orbital gap, eV: 8.4
E_HOMO, eV: -7.5

two.
Below is the molecule C4H8N4, with properties calculated with ωB97M-V/def2-TZVPD.

Each line ends with the natural charge from an NBO analysis.
CARTESIAN COORDINATES (ANGSTROEM)
C (0.207, 1.777, 0.115)  -0.634
C (0.184, 0.352, -0.270)  -0.218
C (1.166, -0.640, -0.015)  0.307
N (2.490, -0.451, -0.207)  -0.827
N (0.694, -1.902, 0.067)  -0.352
N (-0.695, -1.711, 0.091)  -0.372
C (-1.051, -0.428, -0.250)  0.332
N (-2.462, -0.285, -0.031)  -0.870
H (1.083, 2.406, -0.351)  0.200
H (-0.625, 2.262, -0.330)  0.219
H (0.291, 2.137, 1.092)  0.212
H (2.952, 0.417, 0.246)  0.396
H (2.881, -1.461, -0.036)  0.401
H (-1.335, -2.562, 0.326)  0.426
H (-2.995, -0.493, -0.928)  0.388
H (-2.785, 0.582, 0.481)  0.392

Values from the calculation:
SMILES string: Cc1c(N)n[nH]c1N
Orbital gap, eV: 8.7
E_HOMO, eV: -7.8

We find two to be the most stable, with the next structure 88.8 kcal/mol higher.

one.
Below is the molecule C4H8N4, with properties calculated with ωB97M-V/def2-TZVPD.

Each line ends with the natural charge from an NBO analysis.
CARTESIAN COORDINATES (ANGSTROEM)
C (-1.093, -2.013, 1.303)  -0.496
N (-1.442, -1.756, -0.162)  -0.506
C (-0.794, -0.814, -0.624)  0.505
N (-0.482, -0.591, -1.976)  -0.445
C (0.325, 0.489, -1.947)  0.243
N (0.335, 1.132, -0.720)  -0.268
C (1.275, 1.849, -0.165)  -0.406
N (-0.134, 0.193, 0.139)  -0.500
H (-0.859, -3.091, 1.888)  0.232
H (-0.042, -1.226, 1.393)  0.187
H (-2.112, -1.825, 2.136)  0.190
H (0.658, 1.010, -2.857)  0.216
H (1.837, 2.692, -0.673)  0.239
H (2.194, 1.291, 0.154)  0.181
H (0.878, 2.082, 0.943)  0.197
H (-0.544, 0.576, 1.168)  0.431

Values from the calculation:
SMILES string: C/N=c1/ncn(C)[nH]1
Orbital gap, eV: 8.5
E_HOMO, eV: -8.0

two.
Below is the molecule C4H8N4, with properties calculated with ωB97M-V/def2-TZVPD.

Each line ends with the natural charge from an NBO analysis.
CARTESIAN COORDINATES (ANGSTROEM)
C (-1.007, 1.562, -0.184)  -0.042
N (-1.269, 0.929, 1.006)  -0.213
N (-0.680, -0.227, 1.443)  -0.431
C (0.669, -0.648, 1.260)  -0.342
C (0.858, -1.528, 0.068)  -0.055
N (0.634, -1.266, -1.209)  -0.171
N (0.173, -0.099, -1.599)  -0.429
C (0.300, 1.163, -0.936)  -0.335
H (-1.757, 2.425, -0.494)  0.218
H (-0.809, -0.495, 2.517)  0.378
H (0.861, -1.557, 1.802)  0.227
H (1.422, 0.034, 1.542)  0.197
H (1.414, -2.430, 0.286)  0.182
H (0.163, 0.031, -2.626)  0.378
H (0.583, 2.149, -1.553)  0.224
H (1.189, 1.193, -0.207)  0.216

Values from the calculation:
SMILES string: C1=N\NC/C=N\NC/1
Orbital gap, eV: 9.0
E_HOMO, eV: -8.3

three.
Below is C4H8N4 as an isolated structure, with properties calculated with ωB97M-V/def2-TZVPD.

Each line ends with the natural charge from an NBO analysis.
CARTESIAN COORDINATES (ANGSTROEM)
C (0.441, -0.543, 0.303)  0.067
C (1.621, -0.563, -0.665)  -0.369
C (0.338, 0.195, -1.018)  -0.150
C (-0.147, 0.808, 0.865)  0.408
H (0.356, -2.708, 0.742)  0.420
H (-1.114, -1.612, 0.899)  0.396
H (1.802, -1.511, -1.080)  0.229
H (2.531, 0.076, -0.684)  0.256
H (0.626, 1.212, -1.193)  0.236
H (-1.789, -0.627, -1.088)  0.362
H (-1.943, 1.676, 0.131)  0.392
H (-0.251, 2.553, 1.462)  0.314
N (-0.192, -1.777, 0.463)  -0.871
N (-1.248, 0.189, -1.099)  -0.458
N (-1.464, 0.827, 0.412)  -0.543
N (0.433, 1.804, 1.552)  -0.689

Values from the calculation:
Orbital gap, eV: 8.9
E_HOMO, eV: -8.0

We find two to be the most stable, with the next structure 13.2 kcal/mol higher.

one.
Below is the molecule C4H8N4, with properties calculated with ωB97M-V/def2-TZVPD.

Each line ends with the natural charge from an NBO analysis.
CARTESIAN COORDINATES (ANGSTROEM)
N (-2.635, 0.402, -0.084)  -0.789
C (-1.709, -0.728, -0.135)  -0.269
C (-0.271, -0.420, -0.033)  0.399
N (0.028, 0.767, -0.032)  -0.512
C (1.299, 1.346, 0.131)  -0.284
C (2.403, 0.169, -0.110)  0.022
N (1.985, -1.122, -0.134)  -0.246
N (0.645, -1.431, 0.326)  -0.480
H (-2.341, 0.889, 0.843)  0.349
H (-2.274, 1.131, -0.647)  0.357
H (-1.843, -1.645, -0.990)  0.196
H (-2.122, -1.171, 0.820)  0.227
H (1.367, 1.785, 1.240)  0.213
H (1.758, 2.197, -0.592)  0.215
H (3.271, 0.378, -0.717)  0.197
H (0.436, -2.549, 0.114)  0.406

Values from the calculation:
SMILES string: NCC1=NCC=NN1
Orbital gap, eV: 9.7
E_HOMO, eV: -8.9

two.
Below is the molecule C4H8N4, with properties calculated with ωB97M-V/def2-TZVPD.

Each line ends with the natural charge from an NBO analysis.
CARTESIAN COORDINATES (ANGSTROEM)
C (-0.917, -0.562, 1.060)  -0.207
C (1.809, 0.549, -1.057)  -0.440
C (-0.277, 0.526, 0.298)  0.503
N (-0.735, 1.768, 0.084)  -0.773
N (-1.889, -1.383, 0.380)  -0.852
N (0.892, 0.042, -0.055)  -0.397
C (0.673, -1.393, 0.651)  0.310
N (1.256, -2.410, 0.725)  -0.563
H (-1.225, -0.267, 2.067)  0.195
H (-0.159, 2.475, -0.347)  0.406
H (-1.674, 1.983, 0.375)  0.417
H (-2.344, -1.012, -0.443)  0.361
H (-1.558, -2.320, 0.181)  0.392
H (1.359, 0.557, -2.055)  0.205
H (2.119, 1.568, -0.804)  0.197
H (2.670, -0.120, -1.061)  0.247

Values from the calculation:
Orbital gap, eV: 7.5
E_HOMO, eV: -7.2

We find two to be the most stable, with the next structure 15.2 kcal/mol higher.

one.
Below is a 14-piece molecular cluster, C24H76O14 overall, with properties calculated with ωB97M-V/def2-TZVPD.

Each line ends with the Mulliken charge.
CARTESIAN COORDINATES (ANGSTROEM)
O (-2.740, -0.333, 3.188)  -0.716
H (-1.828, -0.359, 2.847)  0.269
H (-2.683, -0.625, 4.101)  0.301
O (-1.755, 3.103, 0.920)  -0.565
H (-2.244, 2.303, 1.159)  0.194
H (-1.990, 3.742, 1.601)  0.238
O (0.626, 3.991, -0.207)  -0.725
H (0.213, 4.063, -1.089)  0.295
H (-0.106, 3.772, 0.394)  0.242
O (2.495, 3.306, -2.464)  -0.655
H (1.598, 3.646, -2.571)  0.397
H (2.620, 3.235, -1.513)  0.252
O (2.979, 3.108, 0.852)  -0.651
H (3.246, 3.744, 1.525)  0.283
H (2.175, 3.500, 0.447)  0.397
O (-3.977, 1.013, 1.102)  -0.634
H (-4.721, 0.413, 1.004)  0.278
H (-3.554, 0.725, 1.932)  0.374
C (-2.591, 3.695, -3.899)  -1.427
C (-1.536, 3.125, -2.982)  0.840
C (-0.654, 2.090, -3.667)  -0.298
O (-0.579, 4.172, -2.619)  -0.605
H (-2.118, 4.073, -4.803)  0.381
H (-3.155, 4.485, -3.396)  0.383
H (-3.363, 2.951, -4.096)  0.213
H (-1.898, 2.761, -2.023)  0.053
H (-0.097, 2.445, -4.534)  0.428
H (-1.260, 1.225, -3.956)  0.007
H (0.083, 1.628, -3.006)  -0.242
H (-0.437, 4.821, -3.314)  0.293
C (2.656, -0.553, -3.890)  -0.937
C (3.844, -1.212, -3.217)  0.979
C (3.477, -2.405, -2.361)  -1.340
O (4.773, -1.599, -4.273)  -0.607
H (2.090, 0.133, -3.256)  0.010
H (2.085, -1.316, -4.424)  0.312
H (2.978, 0.119, -4.691)  0.383
H (4.499, -0.518, -2.687)  -0.125
H (2.643, -2.996, -2.745)  0.363
H (3.157, -2.025, -1.384)  0.255
H (4.326, -3.069, -2.195)  0.434
H (4.579, -2.491, -4.576)  0.321
C (-3.474, -0.106, -3.326)  -0.678
C (-4.734, -0.936, -3.514)  0.537
C (-5.134, -0.901, -4.993)  -1.407
O (-4.584, -2.299, -3.139)  -0.528
H (-2.679, -0.475, -3.983)  0.416
H (-3.116, -0.008, -2.304)  0.080
H (-3.707, 0.884, -3.722)  -0.131
H (-5.549, -0.469, -2.957)  0.273
H (-5.325, 0.124, -5.336)  0.356
H (-6.042, -1.467, -5.193)  0.362
H (-4.316, -1.259, -5.624)  0.341
H (-3.713, -2.605, -3.407)  0.322
C (-4.330, -3.769, 0.009)  -1.074
C (-4.720, -3.561, 1.471)  0.926
C (-6.129, -4.057, 1.728)  -1.533
O (-3.837, -4.299, 2.313)  -0.618
H (-3.270, -3.531, -0.110)  0.164
H (-4.949, -3.222, -0.700)  0.286
H (-4.418, -4.833, -0.235)  0.355
H (-4.643, -2.482, 1.664)  0.072
H (-6.265, -5.050, 1.300)  0.352
H (-6.819, -3.391, 1.199)  0.378
H (-6.406, -4.049, 2.780)  0.388
H (-3.011, -3.809, 2.370)  0.201
C (7.641, 2.569, -0.800)  -1.467
C (6.151, 2.290, -0.883)  0.876
C (5.711, 1.077, -0.091)  -1.102
O (5.489, 3.478, -0.398)  -0.572
H (7.846, 2.841, 0.236)  0.320
H (7.904, 3.435, -1.408)  0.356
H (8.211, 1.720, -1.178)  0.378
H (5.830, 2.204, -1.928)  0.124
H (4.694, 0.803, -0.372)  0.016
H (5.786, 1.209, 0.991)  0.419
H (6.390, 0.244, -0.300)  0.427
H (4.710, 3.190, 0.103)  0.327
C (1.038, 2.190, 5.999)  -1.405
C (1.757, 1.244, 5.054)  0.617
C (1.617, -0.200, 5.461)  -1.402
O (1.325, 1.438, 3.705)  -0.299
H (1.329, 2.011, 7.037)  0.406
H (-0.047, 2.065, 5.952)  0.296
H (1.278, 3.232, 5.781)  0.354
H (2.814, 1.529, 5.155)  0.260
H (0.568, -0.502, 5.468)  0.259
H (2.041, -0.318, 6.459)  0.461
H (2.168, -0.878, 4.809)  0.275
H (1.843, 2.176, 3.367)  0.087
C (-0.476, -3.991, 4.620)  -1.560
C (0.169, -3.213, 3.494)  1.640
C (1.347, -3.952, 2.840)  -1.342
O (-0.831, -2.934, 2.516)  -0.367
H (-1.479, -3.617, 4.816)  0.368
H (0.181, -4.028, 5.491)  0.400
H (-0.601, -5.051, 4.364)  0.364
H (0.573, -2.276, 3.891)  -0.537
H (1.691, -3.345, 2.006)  0.250
H (1.011, -4.950, 2.557)  0.348
H (2.137, -4.107, 3.579)  0.390
H (-0.611, -2.122, 2.049)  -0.081
C (-1.122, -0.843, -0.330)  -0.070
C (0.112, -0.521, 0.495)  1.154
C (1.017, 0.532, -0.111)  -1.047
O (-0.323, 0.000, 1.781)  0.474
H (-1.732, 0.060, -0.417)  -0.121
H (-1.722, -1.577, 0.214)  -0.368
H (-0.867, -1.203, -1.325)  0.581
H (0.692, -1.440, 0.652)  -0.094
H (2.000, 0.515, 0.361)  0.652
H (0.629, 1.554, -0.068)  0.274
H (1.131, 0.427, -1.195)  -0.731
H (0.291, 0.721, 1.975)  -0.075

Values from the calculation:
Orbital gap, eV: 9.7
E_HOMO, eV: -9.5

two.
Below is a 14-piece molecular cluster, C24H76O14 overall, with properties calculated with ωB97M-V/def2-TZVPD.

Each line ends with the Mulliken charge.
CARTESIAN COORDINATES (ANGSTROEM)
O (1.694, -1.976, -2.345)  -0.776
H (1.423, -1.102, -2.003)  0.238
H (2.652, -1.990, -2.269)  0.306
O (2.167, 2.696, 0.026)  -0.673
H (1.634, 2.001, -0.408)  0.107
H (2.162, 3.450, -0.571)  0.217
O (-3.787, -1.554, 0.097)  -0.612
H (-3.323, -1.164, -0.660)  0.341
H (-4.315, -2.257, -0.291)  0.256
O (-2.967, -1.010, -2.629)  -0.611
H (-3.422, -1.063, -3.473)  0.255
H (-2.337, -1.759, -2.642)  0.293
O (4.105, 0.336, 0.696)  -0.653
H (3.407, 0.968, 0.481)  0.311
H (4.218, -0.182, -0.108)  0.309
O (0.039, 1.384, -3.662)  -0.617
H (-0.433, 0.627, -4.031)  0.254
H (-0.477, 2.158, -3.934)  0.245
C (-0.588, -4.751, -2.092)  -1.227
C (-1.082, -4.064, -3.374)  0.804
C (-2.554, -4.258, -3.605)  -1.545
O (-0.799, -2.667, -3.332)  -0.506
H (-0.913, -4.156, -1.235)  0.171
H (0.492, -4.872, -2.041)  0.386
H (-1.084, -5.723, -2.037)  0.445
H (-0.529, -4.489, -4.220)  0.213
H (-2.861, -5.288, -3.771)  0.432
H (-2.837, -3.711, -4.513)  0.348
H (-3.177, -3.844, -2.807)  0.342
H (0.104, -2.495, -3.021)  0.389
C (0.928, -4.280, 1.495)  -0.660
C (1.633, -4.972, 2.655)  0.219
C (2.866, -5.752, 2.199)  -1.424
O (2.025, -4.000, 3.630)  -0.534
H (1.508, -3.432, 1.127)  0.040
H (-0.049, -3.894, 1.796)  0.179
H (0.728, -4.990, 0.690)  0.395
H (0.935, -5.659, 3.133)  0.352
H (3.697, -5.116, 1.898)  0.367
H (2.616, -6.364, 1.326)  0.368
H (3.147, -6.449, 2.988)  0.352
H (2.615, -3.365, 3.211)  0.319
C (0.713, -1.180, 4.894)  -0.882
C (-0.540, -1.951, 5.259)  0.352
C (-1.555, -1.878, 4.113)  -0.722
O (-0.264, -3.318, 5.545)  -0.584
H (1.552, -1.273, 5.586)  0.352
H (0.506, -0.118, 4.751)  0.416
H (1.106, -1.544, 3.937)  0.025
H (-0.996, -1.481, 6.132)  0.301
H (-2.558, -2.173, 4.418)  0.374
H (-1.292, -2.551, 3.294)  -0.154
H (-1.578, -0.861, 3.710)  0.272
H (0.417, -3.618, 4.928)  0.311
C (0.420, -0.446, 0.894)  -1.143
C (-0.143, -0.057, -0.450)  1.898
C (-1.269, 0.964, -0.401)  -1.332
O (0.952, 0.504, -1.227)  -0.103
H (1.283, -1.095, 0.734)  0.141
H (-0.326, -0.984, 1.476)  0.227
H (0.771, 0.437, 1.432)  0.113
H (-0.513, -0.953, -0.962)  -0.227
H (-1.540, 1.272, -1.410)  0.057
H (-0.954, 1.871, 0.127)  0.515
H (-2.136, 0.558, 0.122)  0.086
H (0.590, 0.894, -2.049)  0.131
C (-6.991, 2.033, 2.417)  -1.413
C (-5.665, 1.459, 1.905)  0.515
C (-5.029, 2.401, 0.893)  -0.825
O (-4.786, 1.236, 3.002)  -0.520
H (-7.495, 1.311, 3.055)  0.349
H (-7.661, 2.228, 1.573)  0.374
H (-6.809, 2.993, 2.902)  0.338
H (-5.847, 0.491, 1.437)  0.269
H (-4.110, 1.978, 0.488)  -0.058
H (-4.724, 3.314, 1.424)  0.340
H (-5.716, 2.725, 0.113)  0.356
H (-4.501, 2.102, 3.316)  0.337
C (4.258, 3.825, 4.463)  -1.578
C (3.512, 3.063, 3.394)  0.736
C (2.455, 2.108, 3.922)  -0.636
O (2.875, 3.979, 2.490)  -0.581
H (4.756, 3.117, 5.126)  0.354
H (3.596, 4.462, 5.054)  0.350
H (4.997, 4.500, 4.029)  0.391
H (4.231, 2.476, 2.811)  0.179
H (2.115, 1.478, 3.095)  -0.205
H (1.583, 2.589, 4.366)  0.367
H (2.828, 1.403, 4.673)  0.354
H (2.762, 3.475, 1.670)  0.370
C (5.173, 1.639, -5.245)  -1.411
C (5.078, 1.435, -3.758)  0.514
C (3.639, 1.425, -3.266)  -0.772
O (5.608, 0.158, -3.368)  -0.541
H (6.199, 1.803, -5.593)  0.395
H (4.584, 2.500, -5.567)  0.347
H (4.826, 0.781, -5.828)  0.333
H (5.610, 2.245, -3.247)  0.214
H (3.074, 2.269, -3.671)  0.401
H (3.598, 1.526, -2.180)  0.043
H (3.109, 0.525, -3.580)  0.169
H (6.547, 0.149, -3.580)  0.311
C (-2.452, 5.460, -2.562)  -1.381
C (-2.003, 4.041, -2.855)  0.953
C (-3.148, 3.061, -3.091)  -0.824
O (-1.087, 4.024, -3.969)  -0.592
H (-2.697, 5.986, -3.488)  0.361
H (-1.647, 6.012, -2.072)  0.368
H (-3.294, 5.503, -1.872)  0.345
H (-1.401, 3.680, -2.016)  -0.139
H (-3.754, 3.366, -3.947)  0.401
H (-3.858, 3.061, -2.259)  0.114
H (-2.753, 2.049, -3.175)  0.046
H (-1.491, 4.560, -4.662)  0.339

Values from the calculation:
Orbital gap, eV: 9.6
E_HOMO, eV: -9.4

We find two to be the most stable, with the next structure 16.7 kcal/mol higher.